Record 1
Below is a 3-piece molecular cluster, C3H11NO3 overall at a distorted geometry, with properties calculated with ωB97M-V with the def2-TZVPD basis set.

```
18
Properties=species:S:1:pos:R:3:forces:R:3
C 0.84987 2.38161 0.41866 -2.8124 -1.0159 -1.6315
C 0.21425 1.04299 0.90075 -1.1903 2.3987 0.7946
N -1.29391 0.99118 0.43896 -0.6919 1.8867 1.7308
C 0.92940 -0.22748 0.49969 -1.3321 -2.3556 -3.2768
O 1.34342 -0.40842 -0.66528 -0.3245 0.6618 2.9970
H 0.23332 3.25087 0.60367 -0.5550 -0.0308 0.8444
H 0.91371 2.47821 -0.65044 0.5383 -0.6153 -0.6295
H 1.74228 2.54397 0.87914 2.7186 0.3431 1.0921
H 0.34756 1.13912 1.99773 -0.6371 -0.4245 -0.2216
H -1.85527 0.38912 1.10151 1.0523 0.6595 -0.9483
H -1.84030 2.01222 0.55385 2.5152 -3.3294 -0.2266
H 0.73215 -1.19442 1.13093 0.7678 1.8580 -0.4167
O -0.61764 -2.90907 0.59096 0.0466 -0.0207 0.6410
H -0.14125 -2.71837 -0.21698 -0.1940 -0.0822 -0.4854
H -1.42314 -3.37106 0.34807 0.0378 0.0364 -0.2490
O -0.42757 -1.73399 -2.54872 0.2655 -0.5652 -0.4750
H -0.06403 -2.14992 -3.35017 -0.2965 0.2251 0.4189
H 0.35716 -1.51656 -2.03233 0.0918 0.3702 0.0417
```
Positions in Å, forces in eV/Å.

**ΔE to the lowest compared entry with this formula, charge and spin**: 62.4 kcal per mole
**LUMO**: 0.31 eV
**Frontier orbital gap**: 10.043 eV
**SMILES string**: C[C@@H](N)C=O.O.O
**HOMO level**: -0.358 hartree

Record 2
Below is an isolated ion of composition C4H7O3 and charge -1 at a distorted geometry, with properties calculated with ωB97M-V with the def2-TZVPD basis set.

```
14
Properties=species:S:1:pos:R:3:forces:R:3
O -2.44558 -1.61561 -1.30434 -1.6754 1.4970 -2.5761
C -1.67686 -1.74633 -0.38325 2.4672 -1.3408 0.4654
O -1.81902 -2.53012 0.56270 0.1846 -0.3377 1.8901
C -0.23066 -1.08310 -0.46510 -0.8017 2.7248 -1.5249
C -0.19766 0.31065 0.28133 1.0575 0.3383 -3.8703
C 1.18805 1.01148 0.14433 -1.1406 0.5278 2.7593
O 0.92155 2.24623 0.90525 -0.9682 -1.0522 0.1414
H 0.46878 -1.61407 0.10362 0.9391 -1.4843 0.6177
H 0.18338 -0.95680 -1.55173 -0.9613 -0.2525 1.7295
H -0.83996 1.11560 -0.16155 -0.0707 -1.0753 0.2819
H -0.49210 0.13074 1.26259 -0.2058 -0.0153 1.8918
H 2.00210 0.51799 0.71229 -0.2515 -0.1697 -0.7369
H 1.44039 1.24464 -0.87505 0.1430 -0.1254 -0.4711
H 1.49757 2.96870 0.76892 1.2838 0.7654 -0.5978
```
Positions in Å, forces in eV/Å.

**ΔE to the lowest compared entry with this formula, charge and spin**: 31.8 kcal per mole
**LUMO**: 3.26 eV
**Frontier orbital gap**: 6.986 eV
**Total charge**: -1
**SMILES string**: O=C([O-])CCCO
**HOMO level**: -0.137 hartree

Record 3
Below is a 2-piece molecular cluster, C35H50N4P overall at a distorted geometry, with properties calculated with ωB97M-V with the def2-TZVPD basis set.

```
90
Properties=species:S:1:pos:R:3:forces:R:3
C 7.31513 0.23678 5.43843 -0.1174 -0.2875 -0.0499
N 6.49734 1.42246 5.25052 -0.7014 -0.0439 -0.0005
C 7.21100 2.67349 5.07103 -0.0496 0.3402 -0.1264
C 5.13558 1.33618 5.29637 0.4906 0.1949 0.0817
C 4.29833 2.47632 5.12738 -0.4483 -0.0298 0.0740
C 2.93102 2.38343 5.33712 0.4772 0.0690 0.0585
C 2.30623 1.16184 5.68492 -0.3150 0.1666 0.0571
C 0.88360 1.09575 5.99980 0.2190 -0.9483 0.1119
C 0.17195 2.22939 6.48968 -0.3289 0.3195 0.4804
C -1.20970 2.37040 6.57977 0.8710 0.0628 -1.0065
C -1.88987 3.62995 6.35158 -0.4584 1.2289 0.2724
C -3.29584 3.67566 6.11424 0.5289 -0.0518 0.2783
C -3.92798 4.86734 5.74996 0.1311 0.0824 0.1056
C -3.18919 6.05356 5.61944 0.0195 -0.4403 -0.0272
C -1.81228 6.03258 5.86590 0.2402 -0.1568 0.2417
C -1.17195 4.85135 6.24108 -0.4093 -0.0911 0.0476
C 0.19593 -0.16571 5.76635 0.1639 -0.1694 0.0775
C -0.76903 -0.62286 6.68326 -0.1886 -0.2173 -0.4332
C -1.49459 -1.78143 6.46383 0.2671 0.3019 0.3170
C -1.21221 -2.59237 5.33671 -0.0187 -0.1200 -0.3188
N -1.85308 -3.78124 5.15773 0.2334 0.4150 0.1328
C -1.64008 -4.57660 3.96802 0.1182 0.0771 -0.1852
C -2.63681 -4.37851 6.22256 -0.1082 0.0251 0.1444
C -0.24464 -2.13334 4.39379 0.1008 0.1806 0.2010
C 0.45021 -0.95667 4.62143 -0.1271 -0.2309 0.0259
C 3.14199 0.00962 5.74740 0.1399 0.1889 -0.1849
C 4.50731 0.08956 5.55335 -0.3337 -0.2113 0.1426
H 6.98623 -0.55418 4.74492 0.3971 0.2047 0.1891
H 8.35352 0.52092 5.22896 -0.3417 -0.3745 0.0684
H 7.23252 -0.15379 6.47058 0.1096 0.1700 -0.3745
H 6.68302 3.49821 5.57099 0.3372 -0.2622 -0.0313
H 8.21155 2.54405 5.50464 -0.3847 0.3068 -0.0793
H 7.33032 2.94465 4.00709 -0.0684 -0.1409 0.2951
H 4.73718 3.42758 4.83860 -0.1843 -0.2024 0.0457
H 2.29947 3.26444 5.20549 0.3306 -0.1843 -0.0127
H 0.79075 3.09706 6.74357 -0.2848 -0.2095 -0.4746
H -1.86030 1.50372 6.61806 0.0908 0.0102 -0.3246
H -3.88152 2.76091 6.25171 0.1912 0.2998 -0.1601
H -5.01053 4.88956 5.58917 0.4567 -0.0974 0.0367
H -3.68043 6.98828 5.32524 0.1940 -0.4519 0.1577
H -1.22826 6.95353 5.79298 -0.2272 -0.3161 0.0036
H -0.10731 4.86348 6.48580 -0.3775 0.1245 -0.2473
H -0.92806 -0.03112 7.57958 -0.1089 -0.3475 -0.1780
H -2.28281 -2.05892 7.16777 0.3902 0.0482 -0.1831
H -1.68497 -3.93704 3.07576 -0.0954 -0.3126 0.1626
H -0.66760 -5.09542 3.97740 -0.2289 0.0702 -0.0112
H -2.44609 -5.31132 3.93686 0.2330 0.0556 -0.3041
H -2.05825 -4.44062 7.16873 -0.3297 -0.0069 -0.4751
H -3.56534 -3.80785 6.40264 0.2862 -0.2578 0.0021
H -2.90338 -5.38624 5.88150 -0.0070 0.2904 0.4174
H -0.03315 -2.71799 3.49644 -0.0312 0.2621 0.3776
H 1.19814 -0.63084 3.89546 -0.2799 -0.0488 0.1776
H 2.71262 -0.96034 5.98514 0.0140 0.2170 0.0180
H 5.11152 -0.81668 5.63441 -0.3426 0.3714 0.0514
C -6.33993 -2.17311 9.38666 -0.3623 -0.1870 0.0324
C -5.45112 -0.93971 9.47146 0.4324 -0.0080 -0.0916
C -5.66000 -0.10415 8.20524 -0.2651 0.0284 -0.3338
C -5.80317 -0.14386 10.73554 -0.3506 0.0479 0.2243
N -4.01951 -1.33539 9.49651 -0.3403 -0.4278 0.1513
C -3.54998 -2.71286 9.52933 -0.5815 -0.4653 -0.4777
C -2.07422 -2.69966 9.93744 0.8076 -0.4771 -0.2442
N -1.73068 -1.33686 10.29535 0.1745 -0.3812 0.2599
C -0.49498 -0.93626 11.00176 -0.3081 0.0230 -0.2400
C 0.28028 -2.16511 11.46032 0.2078 -0.1185 0.2486
C -0.89212 -0.07241 12.20658 0.2243 0.0071 0.3919
C 0.38887 -0.15869 10.02080 0.3422 0.0115 -0.0222
P -2.86138 -0.20677 9.86533 -0.1911 2.2310 0.1614
H -2.43415 0.38570 8.54056 -0.1939 -0.8283 0.3558
H -6.34060 -2.74822 10.32195 0.1368 0.0321 -0.2815
H -7.37149 -1.84102 9.22969 0.1310 -0.0418 0.0258
H -6.08152 -2.82200 8.53646 0.0079 0.1497 0.3041
H -5.19644 0.88682 8.27502 0.0185 -0.1310 0.0952
H -5.21505 -0.62523 7.34236 -0.1811 0.1311 0.2337
H -6.73216 0.03525 8.00995 0.2325 0.0798 0.0285
H -5.25882 0.80271 10.83092 -0.0203 -0.2749 -0.1581
H -6.87226 0.09603 10.75182 0.0858 -0.0494 -0.1050
H -5.59886 -0.74168 11.63252 0.0450 0.0649 -0.1763
H -4.11542 -3.33545 10.24720 0.0953 0.3886 -0.2557
H -3.68980 -3.18253 8.53227 0.1846 0.0191 0.4772
H -1.92676 -3.39741 10.77746 0.0301 0.3359 -0.1888
H -1.41428 -3.05531 9.11950 -0.3452 -0.0403 0.1428
H 0.54003 -2.82965 10.62311 -0.1822 0.1431 0.2428
H 1.22271 -1.82820 11.90232 -0.0952 -0.0328 -0.0308
H -0.24911 -2.72252 12.24261 0.0220 0.0174 -0.2698
H -1.39876 0.85964 11.93162 0.1242 -0.2630 -0.1022
H -1.56385 -0.63200 12.86857 0.0716 0.0432 -0.1751
H -0.01292 0.19557 12.79834 0.0594 -0.0126 -0.0902
H -0.03574 0.82047 9.77432 -0.0362 -0.0682 0.0237
H 1.38585 -0.00160 10.45128 -0.1618 0.0942 -0.0910
H 0.50411 -0.72968 9.08872 0.0468 0.0871 0.2694
```
Positions in Å, forces in eV/Å.

**ΔE to the lowest compared entry with this formula, charge and spin**: 15.6 kcal per mole
**LUMO**: -4.41 eV
**Frontier orbital gap**: 4.901 eV
**Total charge**: +1
**HOMO level**: -0.342 hartree

Record 4
Below is C8H16PtS4 as an isolated structure at a distorted geometry, with properties calculated with ωB97M-V with the def2-TZVPD basis set.

```
29
Properties=species:S:1:pos:R:3:forces:R:3
Pt 0.38424 -0.27745 -1.66778 0.0617 -0.0445 -0.2680
C -1.37237 -2.79419 -0.43832 0.0727 0.1506 -0.2839
C -0.36946 -2.38940 0.62964 0.2127 -0.1606 0.1877
S 1.26955 -1.92836 -0.07161 -0.7409 0.9664 0.1049
C 1.84208 -0.61940 1.09400 -0.0275 -0.2909 0.1397
C 2.89368 0.28238 0.46656 0.0144 -0.0861 -0.4285
S 2.47610 1.06642 -1.14991 -0.7854 -0.2010 0.2666
C 1.62262 2.61349 -0.64791 0.0457 -0.2358 -0.2268
C 0.23418 2.48707 -0.04252 -0.2602 0.1952 0.0200
S -0.97757 1.71752 -1.19575 0.5553 -0.8321 0.7006
C -2.08365 0.79382 -0.04555 -0.0132 0.3219 0.0425
C -2.82831 -0.32947 -0.74996 0.1722 -0.0544 -0.3978
S -1.81821 -1.54152 -1.70544 0.6080 0.3308 0.4992
H -2.29907 -3.11154 0.04229 0.0096 -0.0201 -0.0420
H -0.99744 -3.63662 -1.02081 -0.0608 -0.0385 -0.0280
H -0.19280 -3.25206 1.27720 -0.0389 0.0852 0.0165
H -0.73602 -1.56678 1.24459 0.1229 -0.0222 -0.0293
H 2.28415 -1.12923 1.95297 -0.0335 0.0518 -0.0040
H 0.97124 -0.05722 1.43213 -0.0135 -0.1267 -0.0490
H 3.80197 -0.28605 0.26337 0.0369 0.0713 -0.0127
H 3.15227 1.08258 1.16148 0.0293 -0.0205 -0.0290
H 1.59269 3.20691 -1.56253 0.0692 0.0315 -0.0094
H 2.27588 3.12827 0.05829 0.0106 0.0052 -0.0458
H -0.14003 3.49237 0.16737 0.0221 -0.0730 0.0569
H 0.24420 1.92189 0.89006 -0.0966 0.0034 -0.0840
H -2.81237 1.51062 0.33961 0.0280 -0.0482 0.0269
H -1.48238 0.42628 0.78640 0.0420 0.1061 -0.0748
H -3.52052 0.08282 -1.48504 -0.0317 -0.0745 -0.0040
H -3.41463 -0.89315 -0.02281 -0.0113 0.0096 -0.0446
```
Positions in Å, forces in eV/Å.

**LUMO (spin up / spin down)**: -6.65 / -9.86 eV
**Frontier orbital gap (spin up / spin down)**: 8.422 / 7.118 eV
**Spin multiplicity**: 3
**Total charge**: +2
**HOMO level (spin up / spin down)**: -0.554 / -0.624 hartree
**⟨S²⟩**: 2.0102

Record 5
Below is an isolated ion of composition C7H10N3OS2 and charge +1 at a distorted geometry, with properties calculated with ωB97M-V with the def2-TZVPD basis set.

```
23
Properties=species:S:1:pos:R:3:forces:R:3
C -1.38125 -1.24610 -0.19860 -2.4056 2.8108 0.1805
C -2.50155 1.38187 0.00033 -4.5554 -3.5490 0.6102
C -3.52062 -0.35609 0.51771 2.7655 4.2573 -0.7164
C -4.78208 1.83203 -0.14191 -1.7580 -0.1844 0.6082
C -1.09331 1.30381 0.05769 1.5968 2.1211 1.1672
C 2.55704 -1.10650 0.05772 0.2921 -1.3631 0.2847
C 1.76860 0.08401 -0.51904 0.7837 0.7085 4.3528
N -3.45897 2.26607 -0.10174 2.5855 -2.9410 0.0021
N -0.70359 -0.03330 -0.29649 0.2896 -3.4328 0.3869
N -2.71740 -1.38136 0.02872 3.5439 1.7364 -0.3220
O 0.46890 -0.10281 -1.01627 -0.9200 -0.9317 -2.1986
S -5.98366 2.87075 0.15930 0.0528 -0.1865 -0.3368
S -4.93656 0.09329 -0.36650 -1.2022 0.4154 -0.4159
H -0.94651 -2.17449 -0.41126 1.4081 -0.6299 -0.5722
H -0.59720 2.07132 -0.62929 -0.4817 -1.1898 0.7066
H -0.73700 1.49589 1.10121 -0.0753 0.2616 -0.6162
H 2.23140 -1.78212 0.91206 -0.4844 1.1112 -1.0768
H 2.73713 -1.75757 -0.84092 0.2556 0.2926 1.1130
H 3.51952 -0.70833 0.47735 -0.6740 -0.2177 -0.8729
H 2.40585 0.32888 -1.31652 -0.0079 0.7741 -1.6385
H 1.81219 0.95995 0.19523 -0.2754 -0.7789 -0.6252
H -3.29647 3.19526 0.13159 0.0035 2.4158 0.0627
H -3.06575 -2.27539 -0.16744 -0.7369 -1.5001 -0.0834
```
Positions in Å, forces in eV/Å.

**LUMO (spin up / spin down)**: -4.78 / -4.77 eV
**Frontier orbital gap (spin up / spin down)**: 6.377 / 6.396 eV
**Total charge**: +1
**HOMO level (spin up / spin down)**: -0.410 / -0.410 hartree

Record 6
Below is one molecule with the formula C8H13N at a distorted geometry, with properties calculated with ωB97M-V with the def2-TZVPD basis set.

```
22
Properties=species:S:1:pos:R:3:forces:R:3
C -0.23919 0.54117 -1.89498 2.9659 -2.6377 0.3741
C -0.02020 -0.00672 -0.66972 1.5374 -0.3724 -1.4583
N 0.91665 -1.07764 -0.41574 -1.1178 1.0717 -0.6371
C 1.39041 -2.00586 -1.48075 1.8879 1.9271 2.6654
C 0.98642 -1.29506 0.96920 0.7341 0.5732 -1.3637
C 0.18834 -0.48285 1.64031 -0.2701 1.4020 -0.6733
C -0.50935 0.50445 0.63560 -1.2143 -0.6644 1.5009
C -0.03661 1.93553 0.94240 -0.9530 0.6028 -0.3073
C -2.06883 0.43484 0.76148 -0.7116 1.5506 -0.7803
H 0.51336 0.20287 -2.68252 -1.5559 0.5452 0.7266
H -0.76318 1.43150 -2.01767 -0.9941 1.1514 -0.2543
H 0.51382 -2.05592 -2.09584 -0.1679 -1.4736 -0.6893
H 2.23674 -1.51460 -2.04906 -0.9220 -0.4930 0.3689
H 1.88878 -2.80555 -0.82773 -1.2833 0.2204 -1.8019
H 1.87413 -1.81698 1.28443 -0.2802 -0.5921 0.4791
H 0.34748 -0.20161 2.65355 -0.2892 -0.1512 0.7503
H -0.26118 2.68764 0.14972 -0.3746 -0.7411 0.3137
H 1.02774 1.92067 0.93940 0.9892 0.1604 0.6417
H -0.51407 2.30947 1.88939 0.8400 -0.4247 -0.7329
H -2.35427 -0.48522 1.23593 -0.2556 -0.1029 0.8180
H -2.63585 0.37842 -0.19615 0.8724 0.1883 0.1720
H -2.48113 1.40147 1.22873 0.5628 -1.7399 -0.1125
```
Positions in Å, forces in eV/Å.

**ΔE to the lowest compared entry with this formula, charge and spin**: 50.8 kcal per mole
**LUMO**: 0.96 eV
**Frontier orbital gap**: 8.344 eV
**SMILES string**: C=C1N(C)C=CC1(C)C
**HOMO level**: -0.271 hartree